Entry 1:
# C12H16AuF3N4OS2

C12H16AuF3N4OS2 as an isolated structure (the ωB97M-V functional and the def2-TZVPD basis, OMol25).

Structure (XYZ):
```
39
Properties=species:S:1:pos:R:3:forces:R:3:lowdin_charge:R:1
Au -0.359139 -0.084398 0.469531 0.75 0.53 0.00 1.1200
F 4.314856 -1.058240 2.490618 0.01 0.03 -0.07 0.1750
C 4.311247 0.264934 2.298220 0.16 0.02 0.03 -0.6031
F 5.212637 0.818891 3.087936 0.07 0.02 -0.03 0.2012
F 4.649614 0.493940 1.011214 -0.09 -0.12 0.14 0.1450
C 2.931993 0.818885 2.558948 1.27 0.50 1.10 -0.0821
C 2.638012 1.616808 3.654741 0.44 -0.25 -0.17 0.0967
C 1.329919 2.028829 3.866320 0.46 0.36 0.62 0.0075
C 0.376782 1.655403 2.987243 -0.92 -0.42 -1.18 -0.0440
N 0.711688 0.922545 1.885114 -2.08 0.62 0.54 -0.1294
C 1.928336 0.508418 1.708249 0.86 -0.77 -0.93 -0.6507
S 1.968787 -0.543538 0.293906 -0.97 -0.08 -0.03 0.9143
H 3.425105 1.894993 4.343223 0.02 -0.01 0.00 0.1530
H 1.062245 2.642478 4.712154 0.02 0.01 0.08 0.1402
H -0.658341 1.940316 3.110682 -0.03 -0.07 -0.13 0.1353
C 0.478318 -4.720063 -3.053555 -0.01 0.03 -0.01 -0.0725
C -0.626738 -4.760089 -1.993977 -0.02 -0.04 0.01 -0.2210
C -1.122174 -3.389768 -1.661857 -0.01 0.03 0.02 -0.5539
N -0.483324 -2.536929 -0.948001 -0.14 0.01 -0.11 0.0165
N -1.175315 -1.343392 -0.843801 0.24 -0.28 -0.03 -0.2283
C -2.332169 -1.295723 -1.498509 -0.05 0.20 0.00 -0.6614
N -3.138270 -0.232784 -1.528443 0.00 -0.28 -0.04 0.1446
S -2.649092 -2.785563 -2.278975 0.03 -0.12 -0.06 1.2089
H 0.831026 -5.729236 -3.252910 0.00 -0.01 0.00 0.0885
H 1.322408 -4.123676 -2.710377 0.00 -0.01 0.01 0.0780
H 0.113278 -4.299707 -3.990494 0.00 0.00 -0.01 0.0838
H -0.260765 -5.212911 -1.071634 0.01 0.03 0.00 0.1277
H -1.464015 -5.367750 -2.339700 0.00 0.00 0.02 0.1145
H -2.778296 0.672218 -1.258149 0.04 0.18 0.02 0.0732
H -4.002912 -0.268770 -2.043881 0.02 -0.01 0.00 0.1292
C -2.370147 4.152605 -1.236739 -0.01 -0.04 -0.05 -0.0622
C -1.555960 3.290621 -0.306479 -0.02 0.02 0.02 -0.2647
O -1.333589 1.956175 -0.869623 -0.12 -0.03 0.22 -0.1962
H -2.524546 5.133253 -0.787493 0.00 0.01 0.01 0.0973
H -3.347113 3.711462 -1.431721 -0.01 0.01 0.00 0.0862
H -1.854225 4.305468 -2.186318 0.00 0.01 0.00 0.0905
H -2.078113 3.117278 0.633918 -0.01 -0.03 -0.01 0.1136
H -0.587640 3.743039 -0.088874 0.03 -0.04 -0.01 0.1182
H -0.904384 2.063983 -1.730497 0.04 -0.01 0.06 0.1105
```
Positions in Å, forces in eV/Å.

Properties
HOMO energy: -15.9 eV
Relative energy (zero: lowest compared OMol25 entry of this formula, charge and spin): 23.7 kcal per mole
E: -54210.0031 eV
Charge: +2

Entry 2:
# C23H32N4O6S2

One molecule with the formula C23H32N4O6S2 (the ωB97M-V functional and the def2-TZVPD basis, OMol25).

Structure (XYZ):
```
67
Properties=species:S:1:pos:R:3:forces:R:3:lowdin_charge:R:1
C -0.719228 -3.031892 2.970119 0.42 0.12 -0.13 -0.0572
C 0.483639 -3.318544 2.090160 -0.48 -0.26 -0.21 -0.1981
O 1.530280 -2.397399 2.409928 -0.18 0.01 0.53 0.0217
C 2.167913 -1.785605 1.424401 0.68 0.07 -0.12 -0.4631
O 1.997730 -2.014812 0.250432 0.01 -0.08 0.01 0.1109
C 3.156632 -0.775659 1.991135 -0.03 -0.17 -0.09 -0.1880
C 2.384013 0.533123 2.282488 0.05 0.16 0.03 -0.0888
C 3.147851 1.748251 1.769255 -0.23 0.16 0.34 -0.1211
N 3.344313 1.632650 0.335951 0.04 -0.11 0.29 -0.0265
C 2.894771 2.632293 -0.448754 0.36 0.14 -0.32 -0.4656
O 2.596337 3.727194 -0.017767 -0.12 0.30 -0.11 0.0612
C 2.879035 2.393034 -1.972171 -0.13 0.60 0.16 -0.0225
N 2.207838 1.172391 -2.371694 -0.30 -0.19 0.06 0.0126
C 2.697698 0.401880 -3.367376 0.08 -0.21 -0.16 -0.1365
N 2.229274 -0.741687 -3.726546 0.40 -0.22 -0.47 0.0863
C 1.186646 -1.197540 -3.004224 -0.55 0.47 0.76 -0.5260
S 0.484048 -2.754117 -3.234375 -0.21 0.29 0.45 1.1442
C -0.635042 -2.481930 -1.916494 0.11 0.08 -0.16 -0.5177
C -1.586988 -3.564449 -1.565678 -0.15 -0.18 0.05 -0.0891
C -0.472006 -1.250642 -1.362242 -0.44 0.05 0.46 -0.2561
S -1.359053 -0.602762 0.052971 -0.12 -0.35 -0.60 0.7099
O -0.424950 -0.251344 1.079139 -0.06 0.28 -0.07 -0.2602
O -2.362366 -1.571112 0.428044 -0.01 0.14 -0.17 -0.2934
N -2.035646 0.756439 -0.608487 0.53 -0.86 0.43 -0.2294
C -3.213730 0.497480 -1.404496 -0.56 -0.35 -0.27 -0.1806
C -4.482266 0.403719 -0.555023 0.03 0.09 0.04 -0.1452
C -4.651401 1.628183 0.352573 -0.08 -0.02 0.04 -0.3688
C -5.045801 2.878481 -0.432464 0.01 -0.22 0.20 -0.0667
C -3.362745 1.834318 1.158765 -0.06 0.02 -0.20 -0.1352
C -2.138246 1.916459 0.250902 0.21 0.31 0.64 -0.1895
C 0.565919 -0.498414 -1.976615 0.53 -0.13 -0.59 -0.1418
C 1.056552 0.812477 -1.630550 0.06 -0.10 -0.36 -0.3485
O 0.613513 1.575788 -0.803482 0.08 0.23 0.06 0.1056
C 3.833894 0.351498 -0.139692 0.19 -0.37 -0.41 -0.1284
C 4.310850 -0.516215 1.018814 -0.21 -0.03 -0.12 -0.1101
H -1.101396 -2.041339 2.741141 -0.08 0.03 0.06 0.0536
H -1.497879 -3.762187 2.771273 -0.11 -0.09 0.00 0.0812
H -0.437460 -3.077428 4.018794 -0.03 -0.04 0.13 0.0774
H 0.225367 -3.205273 1.032961 0.09 -0.10 0.14 0.1045
H 0.875253 -4.327439 2.265449 -0.03 0.15 -0.10 0.1290
H 3.547205 -1.195730 2.921646 -0.05 0.03 -0.09 0.1487
H 1.410923 0.502673 1.788506 0.13 0.12 0.10 0.0939
H 2.209425 0.636016 3.352597 -0.05 0.01 0.03 0.1253
H 4.115138 1.851905 2.273157 -0.09 0.08 0.03 0.1286
H 2.571488 2.659578 1.937171 0.16 -0.12 0.04 0.1265
H 2.355923 3.258354 -2.393019 0.16 -0.11 0.15 0.1432
H 3.903895 2.375848 -2.351036 -0.08 -0.04 0.00 0.1336
H 3.558707 0.779546 -3.902079 0.09 0.19 0.06 0.1379
H -2.224590 -3.797326 -2.418222 -0.07 -0.05 -0.02 0.0854
H -1.042978 -4.470637 -1.301822 0.01 -0.08 0.04 0.0864
H -2.200652 -3.251804 -0.725316 0.01 -0.18 -0.13 0.0599
H -3.297356 1.298290 -2.145895 0.08 -0.08 -0.01 0.1291
H -3.045136 -0.445056 -1.931335 -0.14 0.10 -0.20 0.1193
H -4.400887 -0.490148 0.065364 -0.10 0.01 -0.07 0.1022
H -5.348817 0.294600 -1.209964 -0.04 -0.03 -0.02 0.1177
H -5.463676 1.413930 1.057884 0.08 0.00 -0.06 0.1358
H -5.979379 2.708317 -0.964783 -0.08 0.03 -0.09 0.0781
H -4.285363 3.153666 -1.156983 0.06 0.11 -0.14 0.0666
H -5.187945 3.716963 0.245695 -0.01 0.14 0.02 0.0789
H -3.433329 2.743154 1.758489 0.01 0.01 0.08 0.1188
H -3.228050 0.985155 1.833405 0.01 0.03 0.11 0.1183
H -2.170215 2.802267 -0.388091 0.08 -0.05 -0.02 0.1305
H -1.218002 1.949734 0.831866 -0.08 0.25 -0.03 0.1085
H 4.655500 0.516388 -0.848044 -0.07 -0.09 0.02 0.1326
H 3.047545 -0.219652 -0.638149 0.21 0.06 0.03 0.1033
H 4.666852 -1.463298 0.609802 0.06 0.06 0.00 0.1277
H 5.140601 -0.040576 1.542622 0.01 -0.03 0.01 0.1190
```
Positions in Å, forces in eV/Å.

Properties
SMILES: CCOC(=O)C1CCN(C(=O)Cn2cnc3sc(C)c(S(=O)(=O)N4CCC(C)CC4)c3c2=O)CC1
HOMO energy: -8.5 eV
Relative energy (zero: lowest compared OMol25 entry of this formula, charge and spin): 0.0 kcal per mole
E: -64287.7446 eV

Entry 3:
# C6H15N

One molecule with the formula C6H15N (the ωB97M-V functional and the def2-TZVPD basis, OMol25).

Structure (XYZ):
```
22
Properties=species:S:1:pos:R:3:forces:R:3:lowdin_charge:R:1
C 0.771318 1.438705 -1.703717 -0.03 0.16 -0.10 -0.1155
C 1.019823 2.259367 -0.440251 0.89 0.17 0.18 -0.2722
C 1.083311 1.395565 0.814340 -0.81 -1.47 0.10 -0.1984
C -0.204303 0.537683 1.013398 -0.31 0.96 0.16 -0.2655
N -0.006463 -0.881917 0.795821 0.05 -0.15 -1.04 -0.0784
C -1.249297 -1.636966 0.694902 -0.54 -0.21 -0.17 -0.3109
C -1.047465 -2.964033 -0.017707 -0.08 -0.58 -0.09 -0.1095
H -0.261584 1.095047 -1.749092 0.11 -0.40 -0.09 0.0656
H 0.981905 1.947957 -2.646637 -0.21 0.49 0.22 0.0680
H 1.502715 0.626550 -1.731509 -0.35 -0.36 0.21 0.0755
H 2.002103 2.718699 -0.593047 -0.08 0.25 0.28 0.1013
H 0.315797 3.064445 -0.227083 -0.21 0.03 -0.55 0.1055
H 1.888979 0.660774 0.725940 0.25 0.25 0.18 0.1071
H 1.183413 1.948940 1.742417 0.50 0.40 -0.15 0.0992
H -0.964455 0.983475 0.342491 -0.14 -0.34 0.06 0.1022
H -0.606025 0.674999 2.019661 0.10 -0.03 0.08 0.1104
H 0.346585 -0.943790 -0.160728 0.47 -0.09 0.26 0.0898
H -1.709447 -1.828857 1.666850 0.25 0.19 0.18 0.1102
H -2.002492 -1.076806 0.111818 0.02 0.04 0.12 0.1080
H -1.978095 -3.533763 -0.051721 -0.14 0.18 -0.01 0.0686
H -0.333895 -3.645359 0.448689 0.18 0.33 0.23 0.0713
H -0.732428 -2.840715 -1.054836 0.06 0.19 -0.04 0.0677
```
Positions in Å, forces in eV/Å.

Properties
SMILES: CCCCNCC
HOMO energy: -9.0 eV
Relative energy (zero: lowest compared OMol25 entry of this formula, charge and spin): 18.3 kcal per mole
E: -7954.9744 eV

Entry 4:
# C9H15N2O

A 2-piece molecular cluster, C9H15N2O overall (the ωB97M-V functional and the def2-TZVPD basis, OMol25).

Structure (XYZ):
```
27
Properties=species:S:1:pos:R:3:forces:R:3:lowdin_charge:R:1
C 3.312266 -1.746160 0.262307 0.29 0.14 1.09 -0.0267
C 3.080316 -0.931524 -0.870219 -0.51 0.51 -0.72 0.0028
C 2.736948 -1.051775 1.317977 1.12 -3.85 0.98 -0.1374
C 2.370539 0.154565 -0.392654 -0.01 -0.22 -2.90 -0.2990
C 0.901325 2.126685 -0.787798 -0.32 0.84 -0.27 -0.0783
C 1.678243 1.122635 -1.244460 0.03 1.05 0.11 -0.0676
C -1.741856 0.319368 1.349661 0.27 -1.30 -1.30 -0.0472
C -2.027500 -0.700160 0.298152 -0.28 0.44 -0.72 -0.3701
C -3.598878 -0.586542 0.021540 2.05 -1.21 -2.00 -0.0139
N -0.998160 1.303382 1.101167 0.07 3.94 -0.25 0.1916
N -1.125797 -0.553736 -0.847874 0.01 0.13 -0.55 0.0431
O 2.164606 0.021964 0.924216 -1.73 3.31 -0.40 0.0540
H 3.878629 -2.666085 0.386673 -0.29 0.27 -0.29 0.1140
H 3.242757 -1.065337 -1.969945 0.19 -0.10 1.45 0.1425
H 2.524583 -1.347744 2.361245 0.59 0.29 -0.77 0.1468
H 1.003448 2.352564 0.259796 -0.01 0.17 0.36 0.0572
H 0.277496 2.862656 -1.367405 1.23 -0.86 0.18 0.1015
H 1.853452 1.138748 -2.339065 -0.08 -0.87 0.78 0.1362
H -2.151037 0.262606 2.332158 -0.55 -0.22 0.56 0.1485
H -1.733020 -1.692232 0.682644 -0.67 0.30 0.22 0.1614
H -3.839396 0.302172 -0.558968 -0.09 0.69 0.97 0.0854
H -4.147263 -0.852930 0.896763 -0.76 0.24 0.36 0.0721
H -3.768082 -1.304993 -0.804926 -0.09 -0.30 0.84 0.0911
H -1.068487 2.090662 1.817487 0.72 -1.34 -1.17 0.1850
H -0.522194 1.635971 0.110145 -0.67 -1.57 2.14 0.1145
H -1.165542 0.213415 -1.547357 -0.62 -0.46 1.19 0.1015
H -1.137398 -1.408185 -1.391267 0.09 -0.01 0.12 0.0909
```
Positions in Å, forces in eV/Å.

Properties
HOMO energy: -11.4 eV
Relative energy (zero: lowest compared OMol25 entry of this formula, charge and spin): 77.7 kcal per mole
E: -14594.5919 eV
Charge: +1

Max |F|
In order: 2.23; 1.10; 1.68; 4.13
Unit: eV/A
M
In order: 550.4; 524.7; 101.2; 167.2
Unit: g mol⁻¹
Kohn-Sham gap
In order: 5.71; 8.81; 10.14; 7.59
Unit: eV